C21H16FN5O | the ωB97M-V functional and the def2-TZVPD basis

## Properties
orbital gap: 8.0 eV
HOMO: -0.3329 hartree
energy: -34248.37895 eV

Last columns: bonded neighbours and bond lengths (Å).
Cartesian coordinates (Å):
1 F 0.0749 2.0957 6.2711  C9 1.434
2 O -0.0169 -1.3583 -1.7358  C8 1.463, C28 1.287
3 N -2.3425 -1.3737 -4.4571  C16 1.353, C19 1.365
4 N -5.0242 -3.2088 -5.4562  C20 1.150
5 N 3.1890 1.7964 -1.4486  C23 1.160
6 N 1.2617 0.9651 1.5694  C17 1.499, C21 1.421, C27 1.496
7 N 3.9000 4.0516 2.6055  C12 1.384, C25 1.314
8 C -0.1001 -0.9520 -0.3326  O2 1.463, C11 1.561, C26 1.627, H31 1.097
9 C 1.0742 2.6300 5.3924  F1 1.434, C10 1.418, C18 1.358
10 C 1.0247 2.1433 4.0616  C9 1.418, C22 1.454, H35 1.105
11 C -0.5172 0.5507 -0.2776  C8 1.561, C27 1.613, H30 1.046, H41 1.150
12 C 2.9953 3.5438 3.5212  N7 1.384, C13 1.391, C22 1.384
13 C 2.9491 3.9696 4.8447  C12 1.391, C18 1.371, H32 1.011
14 C -2.9978 -2.9056 -2.6901  C15 1.297, C16 1.393, H39 1.068
15 C -1.9863 -2.5778 -1.9474  C14 1.297, C28 1.428, H38 1.003
16 C -3.1617 -2.3197 -3.9432  N3 1.353, C14 1.393, C20 1.410
17 C 1.7363 -0.4422 1.3685  N6 1.499, C26 1.530, H34 1.175, H36 1.098
18 C 2.0455 3.5036 5.7643  C9 1.358, C13 1.371, H43 1.082
19 C -1.2079 -1.1045 -3.7485  N3 1.365, C28 1.403, H29 1.104
20 C -4.1641 -2.8325 -4.7922  N4 1.150, C16 1.410
21 C 2.1835 1.9915 1.9119  N6 1.421, C22 1.381, C24 1.385
22 C 2.0492 2.6078 3.1408  C10 1.454, C12 1.384, C21 1.381
23 C 3.1902 2.0270 -0.3114  N5 1.160, C24 1.395
24 C 3.1228 2.4650 1.0113  C21 1.385, C23 1.395, C25 1.389
25 C 3.9341 3.5212 1.4043  N7 1.314, C24 1.389, H33 1.106
26 C 1.4892 -1.0665 -0.0059  C8 1.627, C17 1.530, H40 1.081, H42 1.086
27 C -0.0829 1.3606 1.0474  N6 1.496, C11 1.613, H37 1.152, H44 1.115
28 C -1.0450 -1.6347 -2.4596  O2 1.287, C15 1.428, C19 1.403
29 H -0.5485 -0.4124 -4.3006  C19 1.104
30 H -1.5221 0.7481 -0.4892  C11 1.046
31 H -0.7177 -1.7274 0.1377  C8 1.097
32 H 3.7049 4.5748 5.1355  C13 1.011
33 H 4.7202 3.7935 0.6759  C25 1.106
34 H 2.8825 -0.5185 1.6143  C17 1.175
35 H 0.2585 1.3801 3.8325  C10 1.105
36 H 1.2866 -1.0360 2.1750  C17 1.098
37 H 0.0106 2.4716 0.7595  C27 1.152
38 H -1.9486 -3.0163 -1.0457  C15 1.003
39 H -3.6087 -3.6767 -2.2740  C14 1.068
40 H 2.2035 -0.6278 -0.6882  C26 1.081
41 H 0.0836 1.0869 -1.0980  C11 1.150
42 H 1.7196 -2.1267 -0.0569  C26 1.086
43 H 2.0521 3.8189 6.7989  C18 1.082
44 H -0.8663 1.1055 1.7991  C27 1.115